(1)
Here is a 2-piece molecular cluster, H3PS overall at a distorted geometry from the Open Molecules 2025 dataset. Energies are from the ωB97M-V functional and the def2-TZVPD basis.

LUMO level (alpha / beta)   -2.35 / -2.35 eV
HOMO (alpha / beta)   -9.22 / -9.22 eV
HOMO-LUMO gap (alpha / beta)   6.87 / 6.88 eV

Last column: natural (NBO) charge in e.
Positions of all 5 atoms, in Å:
S: -1.998 -0.217 -0.059  -0.3468
H: 0.820 0.390 0.613  -0.0555
H: -1.465 0.956 0.306  0.1110
P: 0.978 -0.825 0.079  0.3596
H: 1.665 -0.304 -0.939  -0.0684

=====

(2)
Here is a 2-piece molecular cluster, H3PS2 overall from the Open Molecules 2025 dataset. Energies are from the ωB97M-V functional and the def2-TZVPD basis.

SMILES   P=S.S
LUMO level   -1.49 eV
HOMO   -8.95 eV
HOMO-LUMO gap   7.46 eV

Last column: natural (NBO) charge in e.
Positions of all 6 atoms, in Å:
H: -1.369 -0.657 0.464  0.1444
S: 2.572 -0.807 -0.038  -0.3524
S: -2.039 0.212 -0.288  -0.2819
P: 1.847 0.983 0.073  0.4341
H: -1.938 -0.565 -1.360  0.1448
H: 0.926 0.834 1.148  -0.0890

=====

(3)
Here is an isolated molecule of H3PSSi at a distorted geometry from the Open Molecules 2025 dataset. Energies are from the ωB97M-V functional and the def2-TZVPD basis.

LUMO level (alpha / beta)   0.18 / -2.40 eV
Multiplicity   3
HOMO (alpha / beta)   -8.95 / -8.94 eV
HOMO-LUMO gap (alpha / beta)   9.13 / 6.54 eV

Last column: Mulliken spin population.
Positions of all 6 atoms, in Å:
H: -0.028 0.107 1.419  0.0245
H: 0.564 1.577 -0.673  0.0260
P: -2.531 0.446 -0.354  1.8668
S: 1.592 -0.803 -0.356  0.0664
Si: -0.315 0.484 0.003  0.0184
H: 0.718 -1.811 -0.038  -0.0021

=====

(4)
Here is a 2-piece molecular cluster, H3S3 overall from the Open Molecules 2025 dataset. Energies are from the ωB97M-V functional and the def2-TZVPD basis.

LUMO level   3.52 eV
HOMO   -3.06 eV
HOMO-LUMO gap   6.58 eV
Charge   -1

Last column: natural (NBO) charge in e.
Positions of all 6 atoms, in Å:
H: -0.219 0.194 -0.511  0.1932
S: -1.362 0.226 -1.514  -0.5557
H: 0.085 -1.459 1.711  0.0972
S: 1.286 -0.885 1.949  -0.2611
S: 1.431 0.425 0.297  -0.5896
H: -1.221 1.499 -1.931  0.1161

=====

(5)
Here is a 2-piece molecular cluster, H3S3 overall at a distorted geometry from the Open Molecules 2025 dataset. Energies are from the ωB97M-V functional and the def2-TZVPD basis.

LUMO level   3.56 eV
HOMO   -3.08 eV
HOMO-LUMO gap   6.64 eV
Charge   -1

Last column: natural (NBO) charge in e.
Positions of all 6 atoms, in Å:
H: -2.696 0.168 -0.108  0.1129
S: 0.543 -1.343 0.405  -0.6220
H: -0.556 0.085 -0.305  0.2089
S: -1.795 0.910 -0.780  -0.5484
S: 2.058 0.024 -0.289  -0.2807
H: 2.446 0.157 1.077  0.1292

=====

(6)
Here is H40O28S2Sr2 as an isolated structure at a distorted geometry from the Open Molecules 2025 dataset. Energies are from the ωB97M-V functional and the def2-TZVPD basis.

LUMO level   -0.23 eV
HOMO   -10.13 eV
HOMO-LUMO gap   9.90 eV

Last column: Mulliken charge in e.
Positions of all 72 atoms, in Å:
O: -4.715 0.465 1.617  -1.0346
H: -3.718 -1.739 -2.597  0.3065
O: -3.322 -1.731 -3.502  -0.6819
Sr: -0.299 -0.157 -0.217  1.9772
H: -1.655 1.406 -2.291  0.4544
O: -0.649 -2.684 0.765  -0.1606
H: -0.909 -2.632 1.746  0.2393
H: -1.060 4.020 2.733  0.3255
H: 5.621 -1.147 0.405  0.2622
H: 1.409 5.773 -0.059  0.2988
O: -0.664 1.143 -2.234  -0.6120
H: -1.988 4.714 0.204  0.4759
O: -1.627 3.738 3.500  -0.6623
H: -1.962 -0.934 3.602  0.3059
H: -0.155 1.908 -1.946  0.1415
H: 2.163 4.467 -0.025  0.3497
H: 0.252 -0.710 -3.528  0.2674
S: 0.523 2.859 1.101  0.8154
H: -0.704 -0.272 3.055  0.3698
H: -1.036 3.566 4.224  0.3059
H: 1.269 -4.419 -4.077  0.3219
O: -0.472 1.703 1.286  -0.4218
O: 1.077 2.665 -0.265  -0.6136
H: -2.795 5.794 -0.397  0.2679
H: -1.127 -1.330 -3.582  0.2469
H: 2.523 -0.956 -0.918  0.1252
H: 2.060 -4.398 -1.706  0.3198
O: 4.645 2.931 -2.430  -0.6285
H: -3.531 -2.994 -0.334  0.3779
H: 2.905 -4.507 -0.384  0.3037
S: -4.123 -0.227 0.451  1.4411
O: -2.655 0.155 0.411  -0.8816
O: 2.226 5.364 -0.351  -0.6782
O: -4.233 -1.690 0.632  -0.8786
O: -3.072 2.114 -2.248  -0.7123
O: 1.799 -1.537 -1.055  -0.0294
H: 4.251 -0.719 -0.048  0.2831
H: -3.812 -0.954 -3.900  0.3331
H: 2.201 -2.430 -1.078  0.1878
O: 1.916 -3.897 -3.587  -0.7058
H: 3.902 1.377 1.967  0.2553
O: -2.695 4.864 -0.389  -0.5912
H: 1.496 -3.021 -3.479  0.3321
H: -3.427 -4.495 -0.387  0.2637
H: 4.595 3.906 -2.425  0.3077
O: -1.556 -0.079 3.492  -0.5826
H: 1.236 -4.222 1.545  0.2944
H: -2.987 2.785 -1.534  0.3025
H: 2.865 1.684 -0.467  0.2971
H: -3.706 -3.501 3.194  0.2730
H: -3.639 1.482 -1.771  0.4324
H: 3.912 1.481 -1.504  0.2480
O: -2.935 -3.731 -0.657  -0.6117
H: 1.253 0.534 2.368  0.1121
O: -0.392 4.041 1.025  -0.8467
O: 4.804 -1.493 0.044  -0.5964
H: 4.060 0.417 3.178  0.2302
Sr: -2.808 1.844 2.155  1.5052
O: 3.635 1.105 -0.670  -0.5071
O: -2.932 -3.094 2.810  -0.6273
O: 1.547 2.892 2.127  -0.6371
H: 4.656 2.650 -3.354  0.2977
H: 2.543 -4.121 2.300  0.2824
O: 2.024 -4.261 -0.716  -0.6194
O: -0.211 -1.475 -3.238  -0.4572
O: 3.437 0.790 2.561  -0.5093
O: -4.689 0.289 -0.838  -0.8728
H: 1.487 -1.100 2.477  0.1933
H: -1.327 -3.276 0.424  0.1774
H: -3.218 -2.636 1.991  0.3940
O: 0.881 -0.350 2.407  -0.5299
O: 1.634 -4.008 2.388  -0.6125

=====

- Number 1 is which compound?
  H3PS